#1
A gas-phase ion, C4H8NS (charge +1). Source: OMol25; level of theory: the ωB97M-V functional and the def2-TZVPD basis.

**E_LUMO (alpha / beta)**: -5.6015 / -5.2750 eV
**HOMO-LUMO gap (alpha / beta)**: 6.98 / 7.42 eV
**Spin multiplicity**: 1
**Net charge**: +1

Atoms and positions in Å:
C1 -0.6325 -0.3337 1.6989
C2 3.0646 -0.0945 -1.1092
C3 0.2833 0.1185 -0.4404
C4 -2.0947 0.2624 -0.0383
N1 -0.7191 -0.0718 0.4522
S1 1.9232 -0.0750 0.0629
H1 -1.6316 -0.6279 2.1814
H2 0.3557 -0.5455 2.2080
H3 3.9997 -0.2292 -0.7901
H4 2.8046 -0.1409 -2.0946
H5 0.1192 0.4098 -1.4948
H6 -2.1220 1.3285 -0.2654
H7 -2.9118 0.2424 0.5564
H8 -2.4385 -0.2431 -0.9271


#2
A gas-phase ion, C4H8NS (charge +1). Source: OMol25; level of theory: the ωB97M-V functional and the def2-TZVPD basis.

**E_LUMO (alpha / beta)**: -7.4441 / -7.4696 eV
**HOMO-LUMO gap (alpha / beta)**: 5.37 / 5.28 eV
**Spin multiplicity**: 1
**Net charge**: +1

Atoms and positions in Å:
C1 0.2305 1.4214 -0.1349
C2 -2.0695 -0.1285 0.8750
C3 -0.8419 -0.6387 0.2276
C4 1.3393 -0.5714 -0.7546
N1 0.1783 0.1104 -0.2026
S1 -3.3780 0.0408 -0.4461
H1 1.1243 1.9346 -0.4426
H2 -0.6100 1.9966 0.2088
H3 -2.4668 -0.8611 1.5783
H4 -1.9615 0.8284 1.3804
H5 -0.8195 -1.6893 -0.0223
H6 1.1904 -1.6479 -0.7774
H7 2.2170 -0.3549 -0.1456
H8 1.5320 -0.2225 -1.7689


Stability summary - winner: #1; margin: 8.7 kJ/mol.


#1
A gas-phase ion, C4H7N2S (charge +1). Source: OMol25; level of theory: the ωB97M-V functional and the def2-TZVPD basis.

**E_LUMO**: -6.1918 eV
**HOMO-LUMO gap**: 7.35 eV
**SMILES**: C=N/C=[NH+]/C(C)=S
**Spin multiplicity**: 1
**Net charge**: +1

Atoms and positions in Å:
C1 -2.7017 -1.5205 0.2674
N1 -1.8422 -1.2187 -0.5982
C2 -0.5869 -0.2210 -0.3620
N2 0.5615 -0.8255 -0.1225
C3 1.8373 -0.2628 -0.0834
C4 2.0522 1.2320 -0.2613
S1 3.1809 -1.2080 -0.0108
H1 -3.2450 -2.4008 -0.1056
H2 -2.8756 -1.3175 1.3152
H3 -0.5309 0.8391 -0.6390
H4 0.6602 -1.8306 -0.0161
H5 1.1760 1.6956 -0.5721
H6 2.3877 1.5861 0.6332
H7 2.8813 1.3887 -0.9464


#2
A gas-phase ion, C4H7N2S (charge +1). Source: OMol25; level of theory: the ωB97M-V functional and the def2-TZVPD basis.

**E_LUMO (alpha / beta)**: -5.2085 / -5.2090 eV
**HOMO-LUMO gap (alpha / beta)**: 9.69 / 9.69 eV
**Spin multiplicity**: 1
**Net charge**: +1

Atoms and positions in Å:
C1 0.0276 0.4253 -0.0209
C2 -0.8679 0.4797 -1.0584
C3 -0.2511 0.5780 -2.5120
C4 0.0010 0.3590 2.4608
N1 -1.9155 0.3821 1.2316
N2 -0.6579 0.3976 1.1676
S1 -2.5015 0.4487 -0.6374
H1 1.1104 0.5342 0.1474
H2 0.6712 1.0938 -2.3922
H3 0.1648 -0.4222 -2.6589
H4 -0.7855 0.9860 -3.3264
H5 0.6527 1.2328 2.5311
H6 -0.7088 0.2594 3.2858
H7 0.7367 -0.4554 2.4797


Stability summary - winner: #2; margin: 96.2 kJ/mol.


#1
A gas-phase ion, C4H7N2S (charge +1). Source: OMol25; level of theory: the ωB97M-V functional and the def2-TZVPD basis.

**E_LUMO (alpha / beta)**: -4.6225 / -5.9124 eV
**HOMO-LUMO gap (alpha / beta)**: 7.64 / 5.42 eV
**Spin multiplicity**: 1
**Net charge**: +1

Atoms and positions in Å:
C1 -0.3486 1.5443 0.1034
C2 -2.3461 0.1022 0.0528
C3 0.4585 -0.7595 -0.1336
C4 1.7649 -1.4611 0.0150
N1 0.5923 0.5497 -0.0797
N2 -1.7137 1.2310 0.1408
S1 -3.5968 -0.8136 -0.2337
H1 0.0619 2.5888 0.2446
H2 -0.5327 -1.2477 0.0147
H3 1.5315 -2.2941 0.6665
H4 2.5349 -0.7008 0.3704
H5 2.2229 -1.7209 -0.9521
H6 1.6003 0.8547 -0.2335
H7 -2.2294 2.1270 0.0244


#2
A gas-phase ion, C4H7N2S (charge +1). Source: OMol25; level of theory: the ωB97M-V functional and the def2-TZVPD basis.

**E_LUMO (alpha / beta)**: -6.6980 / -6.6989 eV
**HOMO-LUMO gap (alpha / beta)**: 6.73 / 6.73 eV
**Spin multiplicity**: 1
**Net charge**: +1

Atoms and positions in Å:
C1 -0.8838 -0.3902 -0.1126
C2 -3.1686 0.4915 0.1100
C3 1.7469 0.3648 -0.3060
C4 1.6575 -1.0448 0.4752
N1 -2.0535 -0.0997 0.0212
N2 0.8701 1.2695 0.2132
S1 0.0120 -1.8251 -0.0207
H1 -3.8162 0.4095 -0.8159
H2 -3.4341 0.9065 0.9706
H3 2.8284 0.6448 -0.2367
H4 1.7455 0.2090 -1.5682
H5 2.3281 -1.8525 0.1430
H6 1.4594 -1.0509 1.5898
H7 0.7084 1.9675 -0.4629


Stability summary - winner: #1; margin: 172.6 kJ/mol.


#1
A gas-phase ion, C4H10N2O2 (charge -1). Source: OMol25; level of theory: the ωB97M-V functional and the def2-TZVPD basis.

**E_LUMO (alpha / beta)**: 3.8100 / 3.7843 eV
**HOMO-LUMO gap (alpha / beta)**: 5.69 / 8.10 eV
**Spin multiplicity**: 2
**Net charge**: -1

Atoms and positions in Å:
C1 0.7717 -0.6471 -1.3306
N1 2.2328 -0.6737 -1.1577
C2 0.1634 0.1263 -0.1789
C3 0.3135 -0.6204 1.1703
N2 -1.2750 0.3556 -0.4087
C4 -1.8174 1.3334 0.5406
O1 -3.1497 0.9843 0.8991
O2 -1.2853 2.4507 0.6048
H1 0.3663 -1.6395 -1.2433
H2 0.5199 -0.1877 -2.2833
H3 2.7691 -0.5921 -2.0059
H4 2.5474 0.0314 -0.5085
H5 0.5364 1.1404 -0.0192
H6 0.2074 0.0859 1.9944
H7 1.3114 -0.9992 1.3795
H8 -0.4341 -1.4085 1.1727
H9 -1.8430 -0.4684 -0.2731
H10 -1.9348 0.7285 1.6478


#2
2 unconnected molecules or ions with the total composition C4H10N2O2. Source: OMol25; level of theory: the ωB97M-V functional and the def2-TZVPD basis.

**E_LUMO (alpha / beta)**: 3.8222 / 1.3531 eV
**HOMO-LUMO gap (alpha / beta)**: 7.05 / 4.28 eV
**Spin multiplicity**: 2
**Net charge**: -1

Atoms and positions in Å:
C1 1.2075 -0.3466 -0.3755
N1 0.6684 1.0239 -0.6981
C2 -0.8209 2.0738 2.4317
O1 -0.7574 0.9831 1.5651
C3 -0.0973 -1.2078 -0.2033
N2 -0.8025 -1.1362 -1.5175
C4 -0.1851 -1.9663 -2.3751
O2 1.0481 -2.2535 -2.2010
H1 1.7932 -0.2641 0.5046
H2 1.7190 -0.7429 -1.2362
H3 0.0803 1.2944 0.1181
H4 -1.3210 1.7740 3.4290
H5 0.2260 2.3626 2.6230
H6 -1.5249 2.8626 2.0542
H7 0.1637 -2.2250 0.0232
H8 -0.8127 -0.5912 0.4275
H9 0.0255 0.9084 -1.4336
H10 -0.6099 -2.5492 -3.1361


#3
3 unconnected molecules or ions with the total composition C4H10N2O2. Source: OMol25; level of theory: the ωB97M-V functional and the def2-TZVPD basis.

**E_LUMO (alpha / beta)**: 3.2807 / 3.1394 eV
**HOMO-LUMO gap (alpha / beta)**: 2.51 / 8.06 eV
**Spin multiplicity**: 2
**Net charge**: -1

Atoms and positions in Å:
C1 -0.3668 2.8052 -0.6124
C2 -0.2440 1.3467 -0.4390
C3 -0.9442 0.6019 0.4644
N1 -0.4387 -0.6638 0.3778
C4 0.5945 -0.6106 -0.5373
N2 0.7322 0.5836 -1.0288
H1 0.2727 3.3978 -1.2710
H2 -1.3698 3.0493 -0.9870
H3 -0.2684 3.3416 0.3344
H4 -1.7383 0.9585 1.0938
H5 -0.7628 -1.5682 0.6913
H6 1.1279 -1.5305 -0.6764
H7 -3.0020 -2.5975 -0.4365
H8 -2.2786 -3.4087 0.6597
O1 -2.1488 -3.0556 -0.2571
H9 3.6899 -0.7459 1.6410
H10 3.7683 -1.3232 0.2318
O2 3.3770 -0.5805 0.7511


Stability summary - winner: #3; margin: 85.5 kJ/mol.


#1
A gas-phase ion, C2H7N4 (charge +1). Source: OMol25; level of theory: the ωB97M-V functional and the def2-TZVPD basis.

**E_LUMO**: -4.3200 eV
**HOMO-LUMO gap**: 10.30 eV
**SMILES**: N[N+]1=NCCN1
**Spin multiplicity**: 1
**Net charge**: +1

Atoms and positions in Å:
N1 -1.5518 0.5889 -1.4662
N2 -0.7393 0.1928 -0.5229
N3 -1.0027 -0.6741 0.2794
C1 0.1211 -0.9710 1.1215
C2 1.2599 0.0121 0.6676
N4 0.5888 0.8427 -0.3160
H1 -2.3711 0.0335 -1.5099
H2 -1.3868 1.4309 -1.9835
H3 0.4320 -2.0090 0.8170
H4 -0.1578 -0.8813 2.1897
H5 1.8272 0.5312 1.5209
H6 2.1121 -0.5347 0.3125
H7 0.8684 1.4381 -1.1101


#2
A gas-phase ion, C2H7N4 (charge +1). Source: OMol25; level of theory: the ωB97M-V functional and the def2-TZVPD basis.

**E_LUMO**: -3.2360 eV
**HOMO-LUMO gap**: 9.87 eV
**SMILES**: NC1=N[NH2+]CN1
**Spin multiplicity**: 1
**Net charge**: +1

Atoms and positions in Å:
N1 1.2837 -0.5997 -1.8024
C1 0.5770 -0.2712 -0.7153
N2 -0.6553 0.8075 -0.9833
N3 -1.0455 1.0729 0.3759
C2 -0.4752 -0.0329 1.2979
N4 0.7203 -0.4454 0.6468
H1 0.8996 -0.3771 -2.7203
H2 1.7855 -1.4741 -1.8298
H3 -2.0727 1.2702 0.3906
H4 -0.7194 2.0846 0.6811
H5 -1.2439 -0.9226 1.5322
H6 -0.1896 0.2281 2.2783
H7 1.1354 -1.3401 0.8483


#3
2 unconnected molecules or ions with the total composition C2H7N4. Source: OMol25; level of theory: the ωB97M-V functional and the def2-TZVPD basis.

**E_LUMO (alpha / beta)**: -7.2328 / -7.4274 eV
**HOMO-LUMO gap (alpha / beta)**: 6.13 / 5.81 eV
**Spin multiplicity**: 1
**Net charge**: +1

Atoms and positions in Å:
C1 0.6196 0.0051 0.1466
C2 2.0710 0.3456 -0.2558
N1 -3.4479 0.2727 0.1538
N2 -2.5640 -0.2591 -0.2794
N3 -0.2598 0.9447 0.3244
N4 0.3453 -1.3001 0.3865
H1 2.1169 0.6252 -1.2866
H2 2.6009 1.1494 0.2798
H3 2.6176 -0.7037 -0.2608
H4 -4.4491 0.3965 -0.0798
H5 0.0560 1.9231 0.4606
H6 0.9049 -1.9932 -0.1141
H7 -0.6116 -1.4063 0.5249


#4
2 unconnected molecules or ions with the total composition C2H7N4. Source: OMol25; level of theory: the ωB97M-V functional and the def2-TZVPD basis.

**E_LUMO**: -4.9579 eV
**HOMO-LUMO gap**: 7.92 eV
**Spin multiplicity**: 1
**Net charge**: +1

Atoms and positions in Å:
C1 1.6592 0.7125 -0.7272
C2 -1.0883 -1.1132 1.7667
N1 0.9357 1.3012 0.1306
N2 -1.4706 -0.4837 0.7111
N3 2.9008 0.4956 -0.9716
N4 0.3914 0.6113 -1.1566
H1 -0.8563 -0.1997 -0.0848
H2 -0.0442 -1.4375 1.9298
H3 -1.7367 -1.3591 2.5533
H4 3.5404 1.0114 -0.3523
H5 3.3419 0.0534 -1.7840
H6 -2.3899 0.0066 0.6457
H7 0.2050 1.3103 -1.8939


Stability summary - winner: #2; margin: 10.0 kJ/mol.